{
  "formula": "C5H7N3O",
  "method": "ωB97M-V with the def2-TZVPD basis set",
  "elements": ["H", "N", "C", "C", "C", "N", "N", "O", "C", "C", "H", "H", "H", "H", "H", "H"],
  "xyz": [[-0.4009, 1.9940, 2.6646], [0.0230, 2.0684, 1.7298], [0.2946, 0.8985, 1.2877], [0.1370, -0.4514, 1.8594], [0.3584, -1.3400, 0.8641], [0.8663, -0.7192, -0.2819], [0.8881, 0.7100, 0.0221], [0.3293, 1.4039, -1.0633], [-0.6369, 0.4995, -1.6169], [0.1283, -0.7940, -1.5911], [-0.1604, -0.7142, 2.8788], [0.2270, -2.4137, 0.8688], [-1.5389, 0.4677, -0.9768], [-0.9035, 0.8692, -2.6337], [-0.4810, -1.6802, -1.6069], [0.8695, -0.7984, -2.4046]],
  "energy_ha": -434.10990,
  "e_homo_ev": -8.26,
  "homo_lumo_gap_ha": 0.3308,
  "multiplicity": 1,
  "de_lowest_kcal_mol": 84.3,
  "smiles": "[H]/N=c1\\ccn2n1OCC2"
}

***

{
  "formula": "C6H7ClN2O2",
  "method": "ωB97M-V with the def2-TZVPD basis set",
  "elements": ["C", "C", "Cl", "N", "C", "C", "C", "C", "N", "O", "O", "H", "H", "H", "H", "H", "H", "H"],
  "xyz": [[-0.0747, 1.4577, 1.3920], [0.1104, 0.8285, 0.0513], [-0.5830, 2.1317, -1.2327], [1.4900, 0.5577, -0.1737], [1.8497, -0.5248, -0.8842], [0.9577, -1.5505, -1.1914], [-0.3384, -1.5026, -0.7408], [-0.7677, -0.3903, -0.0962], [-2.1848, -0.4516, 0.2498], [-2.7437, 0.5548, 0.6231], [-2.7692, -1.4716, 0.0407], [0.7242, 2.0273, 1.7408], [0.0865, 0.6980, 2.2190], [-1.1074, 1.8138, 1.5926], [2.2159, 1.1944, 0.1789], [2.8410, -0.4489, -1.0489], [1.1505, -2.4775, -1.7796], [-0.8568, -2.4462, -0.9406]],
  "energy_ha": -952.86891,
  "e_homo_ev": -8.56,
  "homo_lumo_gap_ha": 0.2932,
  "multiplicity": 1,
  "de_lowest_kcal_mol": 93.0,
  "smiles": "C[C@@]1(Cl)NC=CC=C1[N+](=O)[O-]"
}

***

{
  "formula": "C5H11NO",
  "method": "ωB97M-V with the def2-TZVPD basis set",
  "elements": ["C", "O", "C", "C", "N", "C", "C", "H", "H", "H", "H", "H", "H", "H", "H", "H", "H", "H"],
  "xyz": [[-1.3507, 0.1402, 2.5611], [-0.9272, -0.6621, 1.4831], [-0.7091, 0.0893, 0.3292], [0.7026, 0.6520, 0.0340], [0.4639, 0.2884, -1.3684], [1.5881, -0.1314, -2.1653], [-0.5161, -0.7206, -0.9510], [-1.3961, -0.5090, 3.4373], [-2.3480, 0.5662, 2.3677], [-0.6496, 0.9627, 2.7711], [-1.4813, 0.8597, 0.2300], [0.9313, 1.7084, 0.2212], [1.4661, 0.0161, 0.5205], [2.1546, -0.9624, -1.7034], [2.2662, 0.7186, -2.2984], [1.2384, -0.4477, -3.1544], [-0.0576, -1.6956, -0.7019], [-1.3754, -0.8730, -1.6126]],
  "energy_ha": -327.04416,
  "e_homo_ev": -8.75,
  "homo_lumo_gap_ha": 0.3624,
  "multiplicity": 1,
  "de_lowest_kcal_mol": 54.7,
  "smiles": "COC1CN(C)C1"
}

***

What is the formula in the second record?
C6H7ClN2O2